This record from the Open Molecules 2025 dataset describes C27H42AsBrF6IN2O5SiTl as an isolated structure. The level of theory is ωB97M-V with the def2-TZVPD basis set.

Structure (XYZ):
```
87
Properties=species:S:1:pos:R:3:forces:R:3:mulliken_spin:R:1
C 3.2164 0.3073 1.6207 -0.150 0.021 0.159 0.0040
C 4.3900 -0.6658 1.5804 -0.044 -0.039 -0.032 0.0002
H -3.4479 1.7840 -4.0760 0.000 -0.012 0.006 0.0000
H 4.8627 -0.6868 -1.9396 -0.006 -0.005 -0.001 0.0000
H 4.5921 5.9306 1.3271 0.020 -0.011 0.010 -0.0019
C -4.3927 -2.0849 -0.0406 -0.016 0.008 -0.036 0.0000
H -4.0663 -1.3398 0.6850 0.016 0.002 0.003 0.0000
C 3.3380 4.3938 4.1572 0.048 0.073 -0.113 0.0362
C -4.0162 -3.2607 -2.2154 -0.003 -0.038 0.022 0.0000
C 1.0859 2.8924 1.5577 -0.092 0.029 -0.022 0.0953
H 6.2250 -1.0551 2.5723 0.015 0.021 -0.041 0.0000
H -6.0315 0.3988 -4.0933 0.007 0.001 0.004 0.0000
H -3.3410 -3.4894 -3.0433 -0.001 0.003 0.002 0.0000
C 4.8686 -0.3652 4.0877 -0.007 0.005 -0.048 0.0002
C 2.2976 3.7245 3.5878 -0.075 0.039 -0.053 0.0377
C -5.1803 -0.2334 -3.8243 -0.057 0.004 0.012 0.0000
F -3.1455 -0.9789 4.1881 0.009 0.015 -0.031 0.0000
H -4.9572 -2.8959 -2.6271 0.010 -0.028 0.020 0.0000
H -4.5639 -0.3392 -4.7151 -0.001 -0.003 -0.004 0.0000
H -6.0463 -0.2523 -1.3290 0.024 0.004 0.005 0.0000
C -1.8550 -1.2007 -4.6378 0.061 0.006 0.001 0.0000
H 2.6999 4.6667 0.3119 0.005 -0.029 0.004 0.0013
F -1.2641 0.2042 5.3270 0.023 0.022 0.011 0.0000
H 2.3791 -3.3938 1.4033 -0.014 -0.031 -0.011 0.0000
H -6.1562 1.4228 -1.8316 -0.005 -0.015 0.000 0.0000
H -0.6144 1.2644 -2.5273 0.024 -0.016 -0.023 0.0000
H -4.8750 2.4346 -3.2973 0.009 -0.003 0.001 0.0000
H 4.0921 0.3856 4.2390 -0.008 -0.003 -0.002 -0.0005
C 5.4188 -0.3275 2.6654 -0.021 0.011 0.122 0.0001
O 0.2296 2.3690 2.3320 0.192 0.012 -0.154 0.0163
H -0.0058 -1.3067 -1.7031 -0.023 -0.007 0.028 0.0001
H -1.4918 -3.3854 -1.3410 0.018 0.009 -0.019 0.0000
H -1.5734 -2.3087 0.0588 -0.034 -0.006 -0.013 -0.0001
H -2.4959 -3.7943 0.0331 0.002 0.008 0.001 0.0000
Si -2.9768 -0.6833 -2.1301 0.146 0.067 0.278 -0.0001
C -4.4346 0.4378 -2.6508 -0.065 -0.005 -0.045 -0.0001
H 3.5308 4.3320 5.2190 0.022 -0.006 -0.008 -0.0012
C 2.0970 3.8059 2.1899 0.085 0.016 -0.020 0.1276
N 2.6650 -2.4250 1.3702 0.009 0.130 -0.049 0.0000
H -4.2315 -4.2044 -1.7065 0.013 0.004 -0.001 0.0000
H -0.9669 -1.2411 -5.2749 -0.008 -0.015 -0.005 0.0000
C 5.0702 -0.5052 0.1870 0.067 -0.033 0.003 -0.0005
H 5.6670 -0.1720 4.8041 -0.013 0.000 -0.004 0.0000
H 5.4062 0.5323 0.1353 0.012 0.003 0.004 0.0002
C 4.2490 -0.8422 -1.0527 -0.019 0.012 0.049 0.0000
Br -2.2754 0.7622 -0.2347 -0.062 0.152 0.016 -0.0004
N 1.9893 -0.1654 1.2155 0.234 -0.186 -0.053 0.0024
C -0.2830 -1.5169 -2.7375 0.025 -0.015 -0.049 -0.0001
H 4.4520 -1.3450 4.3260 0.007 0.002 0.004 0.0000
C -3.3924 -2.2866 -1.1931 -0.026 -0.122 -0.100 0.0000
H -4.4712 -3.0334 0.4962 -0.017 0.007 -0.006 0.0000
H 5.9637 -1.1321 0.2151 0.003 0.005 0.011 0.0001
H 3.3687 -0.2048 -1.1512 -0.012 0.003 0.012 0.0000
F -1.9381 0.8652 3.0453 0.000 0.103 -0.099 -0.0001
O 4.7104 -2.9879 2.1185 0.003 0.035 -0.131 0.0007
C -2.1509 -2.9641 -0.5887 -0.053 0.011 0.016 0.0001
F 0.1863 -0.2402 3.3738 -0.131 -0.032 -0.101 -0.0001
H -0.4965 -2.5799 -2.8191 -0.022 -0.004 0.021 0.0000
O 3.3883 1.4648 1.9560 -0.029 -0.016 -0.112 0.0245
F -1.6340 -1.3461 2.2497 -0.019 0.013 -0.047 -0.0001
H -5.5791 -1.2137 -3.5652 -0.012 0.035 0.000 0.0000
H 0.0485 0.6779 -4.0503 -0.008 0.012 -0.005 0.0000
H -2.2600 -2.2132 -4.5827 -0.008 0.010 0.006 0.0000
H 3.9261 -1.8841 -1.0642 -0.006 -0.012 0.012 0.0000
C 2.9048 4.6246 1.3725 -0.082 -0.061 0.018 0.0195
C -5.4585 0.6424 -1.5172 -0.014 0.009 -0.028 0.0000
O 0.5800 -1.8156 0.7227 0.032 0.115 -0.057 0.0000
H -5.3917 -1.8306 -0.3848 0.016 0.014 -0.011 0.0000
As -1.5093 -0.6317 3.8618 -0.065 -0.148 0.138 -0.0001
C 4.1938 5.1663 3.3239 -0.275 -0.152 -0.111 0.2528
H 1.6297 3.1038 4.1700 0.016 -0.020 -0.017 -0.0019
C -0.8709 0.7688 -3.4655 0.011 -0.006 0.016 -0.0001
F -0.9512 -2.1156 4.4934 0.012 0.000 -0.007 0.0000
H -1.5378 1.4226 -4.0198 -0.002 -0.015 0.033 0.0000
C -1.4376 -0.6479 -3.2578 -0.029 0.039 -0.107 0.0000
O 1.2016 2.6030 0.3568 -0.096 0.138 -0.154 0.0334
C 3.9448 5.3068 1.9272 0.007 -0.016 0.140 0.0502
C 3.9725 -2.1182 1.7407 0.032 -0.089 0.035 0.0006
H -5.0182 0.9664 -0.5735 -0.005 -0.001 -0.004 0.0000
Tl -0.0816 0.5513 1.0547 0.176 -0.219 0.622 0.0025
H 0.5921 -1.3206 -3.3643 -0.001 -0.005 0.023 0.0000
C -3.9810 1.8287 -3.1283 -0.030 -0.033 -0.038 0.0000
H -2.5834 -0.5661 -5.1407 0.023 0.030 0.002 0.0000
C 1.7200 -1.4949 1.0793 0.012 0.024 -0.038 -0.0007
H -3.3614 2.3571 -2.4028 0.011 -0.008 -0.002 0.0000
I 5.8097 6.0376 4.1216 0.228 0.169 0.123 0.3021
H 5.8298 0.6564 2.4377 -0.017 0.010 0.018 -0.0001
```
Positions in Å, forces in eV/Å.

Calculated values
**Gap between HOMO and LUMO (alpha / beta)**: 8.293 / 5.041 eV
**ΔE to the lowest compared entry with this formula, charge and spin**: 11.5 kcal/mol
**2S+1**: 2
**Strongest force on any atom**: 0.68 eV Å⁻¹
**HOMO level (alpha / beta)**: -12.466 / -12.457 eV
**Molar mass**: 1102.83 Da
**Charge**: +1